C54H42CsN6O5 | ωB97M-V/def2-TZVPD

Element x y z (Å)
Cs1 0.072 -0.098 0.705
C1 7.268 6.443 -2.641
O1 6.467 6.357 -1.486
C2 5.529 5.356 -1.452
C3 5.330 4.438 -2.473
C4 4.348 3.464 -2.334
C5 3.556 3.376 -1.195
C6 3.778 4.311 -0.184
C7 4.746 5.290 -0.303
C8 2.510 2.327 -1.075
C9 2.941 0.990 -1.058
C10 4.336 0.565 -1.037
C11 4.328 -0.784 -1.015
C12 2.925 -1.191 -1.003
N1 2.138 -0.096 -1.042
C13 2.478 -2.530 -0.960
C14 1.134 -2.962 -0.958
C15 0.717 -4.348 -0.778
C16 -0.633 -4.347 -0.788
C17 -1.046 -2.961 -0.971
C18 -2.382 -2.518 -0.989
C19 -3.435 -3.565 -1.044
C20 -4.382 -3.719 -0.029
C21 -5.356 -4.697 -0.092
C22 -5.408 -5.558 -1.185
O2 -6.407 -6.498 -1.167
C23 -6.474 -7.381 -2.261
C24 -4.477 -5.429 -2.206
C25 -3.506 -4.437 -2.124
C26 -2.815 -1.171 -1.034
N2 -2.015 -0.085 -1.018
C27 -2.804 1.009 -1.089
C28 -2.354 2.343 -1.111
C29 -3.392 3.397 -1.261
C30 -4.150 3.491 -2.425
C31 -5.114 4.475 -2.597
C32 -5.334 5.399 -1.583
O3 -6.258 6.412 -1.650
C33 -7.023 6.502 -2.829
C34 -4.587 5.328 -0.413
C35 -3.632 4.338 -0.261
C36 -1.013 2.783 -1.092
C37 -0.592 4.169 -1.232
C38 0.759 4.164 -1.222
C39 1.166 2.773 -1.077
N3 0.075 1.986 -1.007
C40 -4.198 0.601 -1.145
C41 -4.207 -0.750 -1.124
N4 0.047 -2.171 -1.067
C42 3.520 -3.590 -0.971
C43 3.622 -4.466 -2.049
C44 4.578 -5.472 -2.093
C45 5.468 -5.613 -1.036
O4 6.452 -6.569 -0.979
C46 6.553 -7.448 -2.075
C47 5.387 -4.749 0.051
C48 4.424 -3.757 0.077
H1 7.939 7.285 -2.485
H2 6.665 6.623 -3.536
H3 7.859 5.533 -2.787
H4 5.920 4.470 -3.379
H5 4.188 2.751 -3.133
H6 3.176 4.265 0.715
H7 4.913 6.009 0.487
H8 5.191 1.222 -1.041
H9 5.176 -1.450 -1.018
H10 1.371 -5.196 -0.644
H11 -1.292 -5.192 -0.662
H12 -4.345 -3.055 0.826
H13 -6.084 -4.810 0.700
H14 -7.314 -8.044 -2.068
H15 -5.559 -7.976 -2.353
H16 -6.645 -6.846 -3.200
H17 -4.496 -6.081 -3.067
H18 -2.783 -4.334 -2.923
H19 -3.969 2.776 -3.217
H20 -5.674 4.513 -3.521
H21 -7.690 7.350 -2.695
H22 -7.616 5.597 -2.993
H23 -6.390 6.677 -3.705
H24 -4.768 6.053 0.369
H25 -3.056 4.292 0.655
H26 -1.244 5.018 -1.360
H27 1.418 5.009 -1.341
H28 -5.046 1.265 -1.199
H29 -5.061 -1.406 -1.180
H30 2.930 -4.351 -2.873
H31 4.620 -6.127 -2.952
H32 7.380 -8.119 -1.852
H33 6.766 -6.909 -3.003
H34 5.638 -8.034 -2.205
H35 6.084 -4.872 0.870
H36 4.367 -3.093 0.931
N5 0.454 -1.649 8.698
C49 0.140 -0.432 8.187
O5 -0.061 0.536 8.895
C50 0.103 -0.321 6.683
C51 -0.400 0.852 6.134
C52 -0.455 0.973 4.757
N6 -0.043 0.029 3.916
C53 0.447 -1.087 4.448
C54 0.541 -1.313 5.812
H37 0.470 -1.737 9.699
H38 0.550 -2.470 8.132
H39 -0.741 1.644 6.785
H40 -0.851 1.876 4.305
H41 0.783 -1.843 3.743
H42 0.972 -2.247 6.148

Properties
Spin multiplicity: 1
LUMO level in eV: 1.641
Kohn-Sham gap in eV: 4.84
Net charge: -1
E_tot in Eh: -2807.868460

Mulliken atomic charge list, values in e, 5 entries: number 1, Cs, carries 2.06; number 2, C, carries -0.85; number 3, O, carries -0.47; number 4, C, carries 1.04; number 5, C, carries -0.54

C54H43BrFeN5O7SSb | ωB97M-V/def2-TZVPD

Element x y z (Å)
Fe1 0.360 0.423 0.915
O1 -1.951 -4.605 -1.237
C1 -0.589 -4.536 -1.077
C2 0.124 -5.688 -1.394
C3 1.500 -5.704 -1.260
C4 2.180 -4.568 -0.828
C5 1.460 -3.433 -0.509
C6 0.070 -3.405 -0.600
C7 -0.695 -2.177 -0.156
O2 -0.007 -0.994 -0.372
N1 -1.007 -2.294 1.288
N2 -0.927 -1.140 1.987
C8 -1.653 -0.957 3.013
C9 -1.495 0.228 3.859
Br1 0.115 1.168 3.559
C10 -2.402 0.630 4.740
C11 -2.406 1.801 5.636
C12 -1.295 2.184 6.382
C13 -1.360 3.292 7.214
C14 -2.533 4.028 7.305
C15 -3.650 3.643 6.576
C16 -3.588 2.528 5.756
H1 -2.321 -3.726 -1.384
H2 -0.421 -6.553 -1.749
H3 2.048 -6.603 -1.513
H4 3.259 -4.568 -0.756
H5 1.974 -2.535 -0.194
H6 -1.647 -2.116 -0.690
H7 -1.800 -2.889 1.505
H8 -2.428 -1.668 3.300
H9 -3.297 0.010 4.767
H10 -0.384 1.602 6.334
H11 -0.494 3.576 7.796
H12 -2.581 4.893 7.954
H13 -4.571 4.206 6.652
H14 -4.463 2.221 5.194
O3 3.686 -5.181 5.076
C17 4.315 -3.988 5.054
O4 5.264 -3.797 5.756
C18 3.788 -2.935 4.116
C19 4.559 -1.784 3.984
C20 4.158 -0.759 3.149
C21 2.968 -0.876 2.435
C22 2.180 -2.003 2.587
C23 2.596 -3.035 3.414
N3 2.492 0.147 1.546
C24 3.302 0.997 1.070
C25 2.809 2.078 0.191
C26 3.584 3.186 -0.078
C27 3.046 4.188 -0.876
C28 1.772 4.024 -1.379
C29 1.064 2.873 -1.058
N4 1.570 1.912 -0.285
H15 2.981 -5.216 4.418
H16 5.475 -1.709 4.554
H17 4.767 0.133 3.089
H18 1.255 -2.092 2.041
H19 1.948 -3.900 3.495
H20 4.371 0.972 1.277
H21 4.579 3.268 0.339
H22 3.618 5.080 -1.097
H23 1.314 4.769 -2.015
H24 0.063 2.714 -1.438
O5 -0.463 3.748 1.700
C30 -1.326 3.148 1.100
N5 -1.206 1.846 0.652
S1 -2.433 1.404 -0.293
O6 -1.975 1.375 -1.689
O7 -3.083 0.198 0.150
C31 -3.401 2.847 -0.052
C32 -4.639 3.167 -0.573
C33 -5.130 4.433 -0.280
C34 -4.392 5.330 0.490
C35 -3.141 4.988 0.990
C36 -2.656 3.726 0.707
H25 -5.204 2.467 -1.173
H26 -6.100 4.727 -0.659
H27 -4.801 6.310 0.697
H28 -2.552 5.673 1.586
C37 4.041 -2.824 -3.356
C38 2.819 -3.368 -3.724
C39 1.647 -2.646 -3.543
C40 1.700 -1.364 -3.001
C41 2.929 -0.831 -2.608
C42 4.098 -1.558 -2.789
Sb1 -0.011 -0.178 -2.658
C43 -1.599 -1.302 -3.447
C44 -2.794 -1.527 -2.763
C45 -3.786 -2.305 -3.347
C46 -3.599 -2.842 -4.615
C47 -2.430 -2.581 -5.314
C48 -1.431 -1.811 -4.733
C49 0.148 1.327 -4.151
C50 -1.006 1.790 -4.780
C51 -0.916 2.817 -5.711
C52 0.315 3.390 -5.999
C53 1.464 2.939 -5.361
C54 1.382 1.912 -4.430
H29 4.951 -3.392 -3.500
H30 2.774 -4.365 -4.144
H31 0.700 -3.104 -3.799
H32 2.982 0.149 -2.144
H33 5.051 -1.139 -2.488
H34 -2.977 -1.067 -1.800
H35 -4.714 -2.477 -2.817
H36 -4.372 -3.451 -5.065
H37 -2.294 -2.972 -6.314
H38 -0.531 -1.600 -5.299
H39 -1.970 1.353 -4.550
H40 -1.809 3.170 -6.210
H41 0.380 4.190 -6.724
H42 2.424 3.383 -5.594
H43 2.286 1.556 -3.949

Properties
Spin multiplicity: 6
LUMO level (alpha / beta) in eV: -3.399 / -3.840
Kohn-Sham gap (alpha / beta) in eV: 6.66 / 6.58
Net charge: +1
⟨S²⟩: 8.76
E_tot in Eh: -7359.999669
Relative energy (zero: lowest compared OMol25 entry of this formula, charge and spin) in kcal/mol: 0.0

Mulliken atomic charge list, values in e, 5 entries: number 1, Fe, carries 0.68; number 2, O, carries -0.69; number 3, C, carries 1.03; number 4, C, carries -0.75; number 5, C, carries -0.75

C54H43N8SeY | ωB97M-V/def2-TZVPD

Element x y z (Å)
Y1 -0.221 -0.832 0.173
C1 2.255 -1.417 -7.320
C2 2.989 -0.625 -6.450
C3 2.566 -0.453 -5.138
C4 1.415 -1.075 -4.661
C5 0.684 -1.863 -5.552
C6 1.097 -2.035 -6.862
C7 0.981 -0.913 -3.247
C8 -0.353 -0.292 -3.100
C9 -1.059 0.309 -4.149
C10 -2.281 0.736 -3.616
C11 -2.282 0.377 -2.263
N1 -1.095 -0.241 -1.950
C12 -3.334 0.791 -1.326
C13 -3.448 0.689 0.019
C14 -4.375 1.428 0.879
C15 -4.007 1.290 2.157
C16 -2.809 0.429 2.240
C17 -2.024 0.274 3.328
C18 -2.509 0.864 4.610
C19 -2.501 2.237 4.832
C20 -2.964 2.764 6.030
C21 -3.428 1.916 7.026
C22 -3.415 0.543 6.819
C23 -2.956 0.017 5.621
C24 -0.683 -0.380 3.500
N2 0.590 -1.882 1.939
C25 1.943 -1.737 2.138
C26 2.920 -2.096 1.064
C27 4.172 -2.716 1.557
C28 5.427 -2.275 1.141
C29 6.592 -2.877 1.602
C30 6.523 -3.927 2.503
C31 5.277 -4.366 2.941
C32 4.120 -3.766 2.481
C33 2.732 -1.946 -0.281
C34 3.600 -2.476 -1.350
C35 3.069 -2.139 -2.529
C36 1.833 -1.372 -2.282
N3 1.679 -1.293 -0.909
C37 2.304 -1.280 3.376
C38 1.058 -1.127 4.164
N4 -2.626 -0.035 0.916
C39 -4.446 1.538 -1.997
C40 -4.510 2.925 -1.961
C41 -5.548 3.609 -2.581
C42 -6.537 2.907 -3.255
C43 -6.479 1.520 -3.304
C44 -5.441 0.844 -2.681
H1 2.579 -1.552 -8.345
H2 3.890 -0.129 -6.792
H3 3.132 0.174 -4.459
H4 -0.221 -2.341 -5.197
H5 0.514 -2.660 -7.528
H6 -0.719 0.430 -5.165
H7 -3.066 1.254 -4.144
H8 -5.179 2.049 0.512
H9 -4.456 1.772 3.011
H10 -2.128 2.887 4.050
H11 -2.956 3.837 6.186
H12 -3.787 2.323 7.965
H13 -3.759 -0.127 7.598
H14 -2.902 -1.054 5.452
H15 5.484 -1.436 0.459
H16 7.554 -2.509 1.265
H17 7.429 -4.394 2.870
H18 5.206 -5.182 3.651
H19 3.151 -4.096 2.835
H20 4.478 -3.079 -1.187
H21 3.441 -2.415 -3.504
H22 3.318 -1.214 3.743
H23 1.076 -1.512 5.184
H24 -3.732 3.469 -1.439
H25 -5.580 4.691 -2.538
H26 -7.349 3.437 -3.740
H27 -7.246 0.962 -3.827
H28 -5.384 -0.237 -2.720
C45 -3.988 -2.363 -0.781
C46 -3.167 -2.417 0.519
C47 -4.120 -2.462 1.712
C48 -2.295 -3.673 0.479
N5 -2.177 -1.347 0.640
H29 -4.544 -3.300 -0.895
H30 -3.341 -2.231 -1.651
H31 -4.712 -1.548 -0.768
H32 -4.781 -3.330 1.639
H33 -4.748 -1.566 1.730
H34 -3.553 -2.532 2.641
H35 -2.910 -4.559 0.294
H36 -1.745 -3.798 1.411
H37 -1.582 -3.609 -0.354
Se1 -1.038 -3.251 4.017
C49 -0.064 -1.743 3.271
N6 0.272 0.184 4.161
N7 1.860 1.504 2.011
C50 0.730 2.144 1.596
C51 0.212 3.216 2.349
C52 -0.826 3.940 1.824
C53 -1.333 3.618 0.563
C54 -0.814 2.516 -0.075
N8 0.164 1.754 0.447
H38 1.881 1.277 2.999
H39 2.132 0.695 1.468
H40 0.643 3.438 3.314
H41 -1.245 4.765 2.389
H42 -2.138 4.179 0.112
H43 -1.196 2.181 -1.031

Properties
Spin multiplicity: 1
LUMO level in eV: 4.047
Kohn-Sham gap in eV: 5.05
Net charge: -2
E_tot in Eh: -4961.469465
Relative energy (zero: lowest compared OMol25 entry of this formula, charge and spin) in kcal/mol: 0.0

Mulliken atomic charge list, values in e, 5 entries: number 1, Y, carries 0.77; number 2, C, carries -0.35; number 3, C, carries -0.82; number 4, C, carries -0.09; number 5, C, carries -0.88

C54H45AuNP3Si | ωB97M-V/def2-TZVPD

Element x y z (Å)
Au1 0.596 0.383 0.063
C1 0.451 2.707 -5.965
C2 0.689 3.818 -5.165
C3 0.584 3.721 -3.787
C4 0.211 2.508 -3.203
C5 -0.006 1.392 -4.009
C6 0.108 1.494 -5.387
P1 0.068 2.370 -1.412
C7 1.208 3.661 -0.822
C8 0.790 4.923 -0.412
C9 1.725 5.882 -0.037
C10 3.079 5.588 -0.083
C11 3.503 4.329 -0.496
C12 2.572 3.372 -0.861
C13 -1.588 2.896 -0.899
C14 -2.262 3.921 -1.555
C15 -3.524 4.313 -1.135
C16 -4.131 3.667 -0.066
C17 -3.475 2.625 0.573
C18 -2.200 2.218 0.157
Si1 -1.511 0.746 1.041
C19 -2.361 -0.890 0.723
C20 -3.498 -1.100 1.515
C21 -4.229 -2.276 1.426
C22 -3.836 -3.265 0.537
C23 -2.712 -3.077 -0.252
C24 -1.960 -1.909 -0.164
P2 -0.539 -1.630 -1.281
C25 -1.382 -1.611 -2.892
C26 -1.043 -2.436 -3.958
C27 -1.736 -2.341 -5.160
C28 -2.773 -1.431 -5.299
C29 -3.124 -0.612 -4.232
C30 -2.432 -0.700 -3.038
C31 0.554 -3.081 -1.259
C32 1.667 -3.017 -2.106
C33 2.626 -4.014 -2.085
C34 2.500 -5.080 -1.200
C35 1.409 -5.144 -0.349
C36 0.437 -4.149 -0.376
C37 -1.182 0.901 2.863
C38 -1.939 1.698 3.723
C39 -1.767 1.600 5.099
C40 -0.857 0.693 5.627
C41 -0.091 -0.099 4.783
C42 -0.224 0.034 3.405
P3 0.747 -0.921 2.209
C43 0.476 -2.645 2.674
C44 -0.829 -3.129 2.784
C45 -1.048 -4.449 3.136
C46 0.030 -5.294 3.377
C47 1.327 -4.814 3.274
C48 1.555 -3.494 2.913
C49 2.521 -0.636 2.383
C50 3.290 -1.040 1.286
C51 4.663 -0.842 1.287
C52 5.270 -0.230 2.376
C53 4.507 0.173 3.465
C54 3.135 -0.032 3.473
H1 0.546 2.788 -7.039
H2 0.970 4.761 -5.613
H3 0.792 4.589 -3.177
H4 -0.258 0.438 -3.570
H5 -0.066 0.623 -6.004
H6 -0.264 5.165 -0.375
H7 1.392 6.861 0.280
H8 3.806 6.340 0.193
H9 4.559 4.096 -0.532
H10 2.916 2.396 -1.193
H11 -1.802 4.419 -2.401
H12 -4.036 5.116 -1.647
H13 -5.121 3.960 0.257
H14 -3.986 2.109 1.379
H15 -3.820 -0.347 2.228
H16 -5.104 -2.417 2.047
H17 -4.411 -4.177 0.450
H18 -2.424 -3.847 -0.959
H19 -0.246 -3.161 -3.861
H20 -1.471 -2.991 -5.983
H21 -3.313 -1.365 -6.234
H22 -3.937 0.095 -4.335
H23 -2.715 -0.050 -2.213
H24 1.786 -2.179 -2.785
H25 3.473 -3.962 -2.756
H26 3.252 -5.857 -1.179
H27 1.304 -5.973 0.338
H28 -0.409 -4.223 0.294
H29 -2.673 2.391 3.332
H30 -2.358 2.218 5.761
H31 -0.744 0.604 6.699
H32 0.605 -0.816 5.201
H33 -1.675 -2.478 2.616
H34 -2.060 -4.821 3.225
H35 -0.143 -6.325 3.657
H36 2.166 -5.466 3.476
H37 2.571 -3.134 2.830
H38 2.822 -1.534 0.435
H39 5.257 -1.173 0.446
H40 6.340 -0.072 2.380
H41 4.984 0.642 4.315
H42 2.555 0.282 4.332
N1 1.638 2.344 1.943
H43 1.523 2.107 2.923
H44 1.124 3.207 1.787
H45 2.618 2.571 1.805

Properties
Spin multiplicity: 1
LUMO level in eV: -6.106
Kohn-Sham gap in eV: 6.19
Net charge: +2
E_tot in Eh: -3588.372989
Relative energy (zero: lowest compared OMol25 entry of this formula, charge and spin) in kcal/mol: 10.9

Mulliken atomic charge list, values in e, 5 entries: number 1, Au, carries 0.39; number 2, C, carries -0.68; number 3, C, carries -0.81; number 4, C, carries -0.62; number 5, C, carries 0.11